Here is a structure of composition C51H53CsN10P2S2 at a distorted geometry from the Open Molecules 2025 dataset. Energies are from ωB97M-V/def2-TZVPD.

Cartesian coordinates (Å):
1 Cs 0.736022 0.356041 0.196492
2 C 2.802722 -6.999059 3.890092
3 C 2.973622 -5.701459 3.152792
4 C 3.910122 -5.551859 2.133892
5 C 4.093122 -4.340959 1.517292
6 C 3.358822 -3.181559 1.867092
7 N 3.544722 -2.025959 1.217292
8 C 4.761222 -1.594059 0.883392
9 C 5.897922 -1.767159 1.720092
10 C 7.117522 -1.204459 1.436492
11 C 7.310122 -0.423659 0.298692
12 C 8.641022 0.172441 -0.061908
13 C 6.226222 -0.256059 -0.547808
14 C 4.997922 -0.832359 -0.287408
15 N 4.024522 -0.702659 -1.310208
16 C 3.974922 -1.490259 -2.397808
17 C 3.113722 -0.894059 -3.290208
18 C 2.685522 0.263941 -2.632408
19 N 3.256822 0.368141 -1.446208
20 C 2.394722 -3.357059 2.892692
21 C 2.221422 -4.588959 3.501892
22 N 1.695222 -2.264159 3.448992
23 C 1.744922 -1.952859 4.761592
24 C 0.939222 -0.856059 4.951592
25 C 0.434022 -0.574759 3.676992
26 N 0.897822 -1.433059 2.784592
27 H 3.488122 -7.750659 3.502792
28 H 1.783022 -7.373259 3.791892
29 H 3.005022 -6.862759 4.954992
30 H 4.509922 -6.402559 1.833392
31 H 4.835322 -4.236959 0.737392
32 H 5.775522 -2.353359 2.622492
33 H 7.954422 -1.371159 2.105492
34 H 9.368722 0.000941 0.727992
35 H 8.553922 1.246241 -0.232108
36 H 9.017922 -0.275759 -0.984308
37 H 6.334122 0.329741 -1.454108
38 H 4.555822 -2.390559 -2.470108
39 H 2.849122 -1.225759 -4.275308
40 H 2.003922 1.013441 -2.987908
41 H 1.489622 -4.672359 4.298192
42 H 2.345722 -2.514159 5.451592
43 H 0.743122 -0.337559 5.870592
44 H -0.246278 0.213241 3.409292
45 S -1.283078 1.089241 -2.197108
46 P -2.194378 2.108541 -0.777508
47 C -1.419078 2.005541 0.725892
48 P -1.762178 3.235241 1.852692
49 S -1.435778 2.712641 3.718592
50 C -3.421678 3.998841 1.752392
51 C -3.740978 5.095141 0.953692
52 C -5.050078 5.529341 0.867392
53 C -6.057978 4.873441 1.557492
54 C -5.749578 3.764341 2.331392
55 C -4.442378 3.330441 2.421192
56 C -0.688778 4.733841 1.730892
57 C 0.615222 4.519341 1.300992
58 C 1.545522 5.539141 1.319292
59 C 1.175922 6.796341 1.770592
60 C -0.113678 7.012841 2.226592
61 C -1.038378 5.986241 2.226292
62 C -3.874878 1.393241 -0.611508
63 C -5.059978 2.082841 -0.360208
64 C -6.219778 1.392641 -0.061208
65 C -6.223578 0.008641 -0.000708
66 C -5.042678 -0.687759 -0.220808
67 C -3.884778 0.001541 -0.507708
68 C -2.514878 3.704641 -1.636408
69 C -1.483578 4.633241 -1.535808
70 C -1.563578 5.856441 -2.168608
71 C -2.686278 6.166341 -2.922308
72 C -3.700478 5.231041 -3.061108
73 C -3.611978 3.999441 -2.438908
74 H -2.966678 5.603041 0.392992
75 H -5.287778 6.385641 0.246192
76 H -7.081478 5.222441 1.485592
77 H -6.537578 3.235441 2.853792
78 H -4.182078 2.464541 3.018492
79 H 0.891622 3.524941 0.957492
80 H 2.562122 5.351041 0.995292
81 H 1.901322 7.598841 1.796792
82 H -0.397578 7.988341 2.604592
83 H -2.030478 6.145941 2.628292
84 H -5.080278 3.161741 -0.403508
85 H -7.134278 1.943141 0.129792
86 H -7.139678 -0.527859 0.219192
87 H -5.034078 -1.771359 -0.167308
88 H -2.954878 -0.531659 -0.677408
89 H -0.615978 4.377841 -0.937908
90 H -0.757878 6.575241 -2.067308
91 H -2.763078 7.127941 -3.416808
92 H -4.571478 5.466941 -3.664908
93 H -4.389478 3.261241 -2.587008
94 C -2.120578 -2.866059 -2.485008
95 N -2.477978 -3.765759 -3.590308
96 C -1.802578 -5.038559 -3.367508
97 N -0.353278 -4.896059 -3.281308
98 C -0.059278 -3.970459 -2.179608
99 N -0.683678 -2.676859 -2.386108
100 C -0.207578 -2.117559 -3.641508
101 N -0.514778 -2.993559 -4.777708
102 C -1.958778 -3.180659 -4.822108
103 C 0.105122 -4.285059 -4.524308
104 H -2.490478 -3.302159 -1.552308
105 H -2.589378 -1.894759 -2.656008
106 H -2.034678 -5.719259 -4.197208
107 H -2.170378 -5.473959 -2.433108
108 H 1.024722 -3.842359 -2.106208
109 H -0.437478 -4.403659 -1.249008
110 H 0.875322 -1.991059 -3.578208
111 H -0.683178 -1.147559 -3.796608
112 H -2.204878 -3.843359 -5.661708
113 H -2.435878 -2.209059 -4.977608
114 H 1.189822 -4.151959 -4.473108
115 H -0.138878 -4.962059 -5.352008
116 N -1.467078 -3.807459 1.446392
117 H -0.466078 -3.701059 1.302192
118 H -1.620078 -3.664759 2.441592
119 H -1.901678 -3.015959 0.976392

Atoms 1-6, force components in eV/Å:
Cs 0.8 -0.9 0.5
C -0.1 0.1 0.0
C 0.0 -0.1 0.1
C -0.1 -0.1 0.2
C 0.0 0.1 0.0
C 0.1 -0.3 0.0

Values from the calculation:
Relative energy (zero: lowest compared OMol25 entry of this formula, charge and spin): 1.2100 eV
E_LUMO: 0.134 hartree
Charge: -2
Strongest force on any atom: 2.5 eV Å⁻¹
Frontier orbital gap: 5.29 eV
HOMO: -1.7 eV
Energy: -109445.736 eV